(1)
The following is a DFT calculation (ωB97M-V with the def2-TZVPD basis set) of a 11-piece molecular cluster, C23H67BO14 overall at a distorted geometry.

The geometry in ORCA input format:
```
! RIJCOSX wB97M-V def2-TZVPD def2/J DEFGRID3
* xyz 0 1
C 0.8786 0.7182 -4.8893
C 0.7817 -0.9304 -4.7866
B 1.1984 -1.5407 -3.3167
O 0.0989 -1.6778 -2.2973
O 2.5356 -2.0094 -2.9027
C 3.4861 -0.9018 -2.7160
O 3.2134 0.2948 -2.1781
O 4.9027 -1.1782 -3.1259
H -0.2064 1.2144 -4.8496
H 1.4548 1.0999 -3.9414
H 1.4495 1.0473 -5.8768
H -0.3753 -1.1847 -4.9330
H 1.3256 -1.4494 -5.7001
H 0.1116 -2.6823 -2.1092
H 4.8815 -1.6891 -4.0070
C -0.5955 -2.8706 1.9922
C -0.1887 -4.2139 1.4228
O -0.0500 -4.1211 0.0126
H -1.5411 -2.5368 1.5524
H -0.7111 -2.9262 3.0782
H 0.1527 -2.1069 1.7557
H -0.9493 -4.9690 1.6422
H 0.7626 -4.5485 1.8479
H 0.6336 -3.4542 -0.1715
C -2.8670 2.1751 -1.3506
C -2.1499 1.4477 -2.4689
O -1.0462 2.2189 -2.9199
H -3.2195 3.1539 -1.6923
H -3.7235 1.5957 -0.9947
H -2.1898 2.3565 -0.5096
H -2.8237 1.2880 -3.3158
H -1.7829 0.4734 -2.1314
H -0.4497 2.3479 -2.1626
C -0.4996 0.7499 5.2234
C -1.5218 -0.3105 4.8700
O -0.8783 -1.5631 4.6880
H 0.2536 0.8365 4.4334
H -0.9791 1.7228 5.3627
H 0.0324 0.4840 6.1427
H -2.0356 -0.0520 3.9394
H -2.2712 -0.4124 5.6611
H -0.4322 -1.7876 5.5226
C -4.0899 -2.4597 7.5745
C -3.6832 -3.8030 7.0051
O -3.5445 -3.7102 5.5949
H -5.0355 -2.1259 7.1347
H -4.2056 -2.5153 8.6605
H -3.3418 -1.6961 7.3380
H -4.4437 -4.5581 7.2245
H -2.7319 -4.1377 7.4302
H -2.8608 -3.0433 5.4108
C -2.0666 0.9275 -9.1531
C -1.6005 0.1328 -7.9509
O -0.1936 -0.0513 -8.0070
H -1.8016 0.4114 -10.0817
H -3.1500 1.0744 -9.1274
H -1.5785 1.9071 -9.1830
H -2.0737 -0.8534 -7.9369
H -1.8502 0.6488 -7.0186
H 0.2175 0.8302 -8.0104
C 2.7153 4.5357 -2.1042
C 1.6728 5.2544 -2.9354
O 1.1189 4.3648 -3.8937
H 3.5130 4.1430 -2.7432
H 3.1555 5.2091 -1.3633
H 2.2734 3.6795 -1.5841
H 2.1230 6.0957 -3.4704
H 0.8650 5.6388 -2.3050
H 0.7143 3.6256 -3.4080
C 6.9942 1.8485 -1.0179
C 5.9316 2.4797 -0.1425
O 4.6594 2.3612 -0.7621
H 7.0193 2.3305 -2.0007
H 7.9819 1.9355 -0.5565
H 6.7766 0.7890 -1.1884
H 6.1407 3.5430 0.0072
H 5.8913 1.9945 0.8376
H 4.4793 1.4130 -0.8829
C -4.8284 2.0512 6.6466
C -4.3622 1.2565 7.8488
O -2.9553 1.0723 7.7928
H -4.5634 1.5350 5.7181
H -5.9118 2.1980 6.6724
H -4.3402 3.0308 6.6168
H -4.8355 0.2702 7.8629
H -4.6119 1.7724 8.7812
H -2.5442 1.9538 7.7893
C -2.6480 -4.6414 -5.0160
C -2.3571 -3.8029 -3.7887
O -2.1922 -2.4419 -4.1589
H -1.8333 -4.5557 -5.7425
H -2.7733 -5.6943 -4.7482
H -3.5581 -4.2939 -5.5158
H -1.4353 -4.1392 -3.3048
H -3.1732 -3.8730 -3.0629
H -3.0191 -2.1505 -4.5800
C 5.3260 1.0846 4.1549
C 4.1265 0.4036 3.5290
O 3.2200 1.3775 3.0327
H 5.0119 1.7425 4.9719
H 6.0326 0.3475 4.5465
H 5.8418 1.7124 3.4209
H 3.6014 -0.2051 4.2709
H 4.4310 -0.2460 2.7026
H 3.6935 1.9073 2.3685
*
```

Computed properties:
HOMO energy   -0.353 hartree
Gap between HOMO and LUMO   9.9 eV
Structure (SMILES)   CCB(O)OC(=O)O.CCO.CCO.CCO.CCO.CCO.CCO.CCO.CCO.CCO.CCO
LUMO energy   0.26 eV
E_tot   -54275.6547 eV

Atomic partial charges in e from the Löwdin method, atoms 1 to 2: -0.113, -0.126

=====

(2)
The following is a DFT calculation (ωB97M-V with the def2-TZVPD basis set) of one molecule with the formula C4H8N2 at a distorted geometry.

The geometry in ORCA input format:
```
! RIJCOSX wB97M-V def2-TZVPD def2/J DEFGRID3
* xyz 0 1
C -1.3667 -0.3857 0.9873
N 0.0317 -0.5995 0.9247
C 0.4506 -0.1954 -0.3735
C 0.4668 1.3219 -0.5963
C 1.7435 -0.8341 -0.6971
N 2.7293 -1.3749 -0.9745
H -1.6180 0.6769 1.0764
H -1.8055 -0.9546 1.8268
H -1.6780 -0.6316 -0.2478
H 0.2982 -1.5553 1.1358
H -0.6129 -0.5560 -1.0386
H 0.9225 1.5283 -1.5670
H -0.5681 1.6730 -0.6304
H 1.0067 1.8870 0.1743
*
```

Computed properties:
HOMO energy   -0.363 hartree
ΔE to the lowest compared entry with this formula, charge and spin   2.122 eV
Gap between HOMO and LUMO   10.8 eV
Structure (SMILES)   CN[C@@H](C)C#N
LUMO energy   0.87 eV
E_tot   -7255.7531 eV

Atomic partial charges in e from the natural (NBO) method, atoms 1 to 2: -0.382, -0.597

=====

(3)
The following is a DFT calculation (ωB97M-V with the def2-TZVPD basis set) of C7H8AgOSSe3Te as an isolated structure at a distorted geometry.

The geometry in ORCA input format:
```
! RIJCOSX wB97M-V def2-TZVPD def2/J DEFGRID3
* xyz -1 1
Ag -3.6959 0.7711 0.6974
Se -4.3921 -1.6991 0.9893
Se -4.9816 -1.5484 -1.2635
Te -6.4589 0.5143 -1.2759
Se -5.2769 2.3755 -0.4118
C -0.9148 -1.1913 -0.2909
S -0.4100 0.4334 -0.8160
O -1.2425 1.4190 -0.1103
C 1.2747 0.1950 -0.2021
C 2.2882 -0.4708 -0.8657
C 3.6287 -0.4235 -0.4406
C 3.8807 0.3072 0.7038
C 2.8691 0.9270 1.3444
C 1.5456 0.9460 0.9452
H -1.3063 -1.1812 0.7278
H -0.1423 -1.8893 -0.4723
H -1.8482 -1.3672 -0.8653
H 2.0359 -0.9978 -1.7590
H 4.3749 -0.7693 -1.1960
H 4.8418 0.4778 1.0587
H 3.0991 1.5511 2.2067
H 0.8309 1.6207 1.2961
*
```

Computed properties:
HOMO energy   -0.112 hartree
Gap between HOMO and LUMO   5.5 eV
LUMO energy   2.42 eV
E_tot   -227604.6364 eV

Atomic partial charges in e from the natural (NBO) method, atoms 1 to 2: 0.623, -0.674

=====

(4)
The following is a DFT calculation (ωB97M-V with the def2-TZVPD basis set) of a 2-piece molecular cluster, C3H10N3 overall at a distorted geometry.

The geometry in ORCA input format:
```
! RIJCOSX wB97M-V def2-TZVPD def2/J DEFGRID3
* xyz 1 3
C -3.1174 -0.4033 -0.2357
C 1.2731 1.1799 0.0934
C 1.5318 -0.2056 0.5066
N -2.2174 0.2213 0.3779
N 2.5390 -0.9677 0.0109
N 0.3132 0.1811 -0.3884
H -4.1850 -0.3092 -0.0568
H -2.8231 -1.1044 -1.0088
H 1.9124 1.6303 -0.6540
H 0.8876 1.8902 0.8117
H 1.1711 -0.5145 1.4804
H 2.5379 -1.9548 0.1833
H 3.0450 -0.6665 -0.8044
H -2.5220 0.8758 1.0988
H -0.7294 0.1901 -0.0371
H 0.3833 -0.0426 -1.3778
*
```

Computed properties:
HOMO energy (alpha / beta)   -0.357 / -0.537 hartree
ΔE to the lowest compared entry with this formula, charge and spin   1.334 eV
Gap between HOMO and LUMO (alpha / beta)   6.9 / 7.0 eV
LUMO energy (alpha / beta)   -2.84 / -7.62 eV
E_tot   -7730.7687 eV

Atomic partial charges in e from the natural (NBO) method, atoms 1 to 2: -0.408, -0.240

=====

(5)
The following is a DFT calculation (ωB97M-V with the def2-TZVPD basis set) of a 2-piece molecular cluster, C3H2FNO overall at a distorted geometry.

The geometry in ORCA input format:
```
! RIJCOSX wB97M-V def2-TZVPD def2/J DEFGRID3
* xyz 0 1
C 2.0772 -0.6859 -0.4482
C -0.6810 0.9294 0.3465
C -1.5889 0.0276 0.2298
N 1.4377 -0.4723 0.4780
O 0.1126 1.7851 0.2787
F -1.6185 -1.2537 0.7100
H 2.8322 -0.6989 -1.2918
H -2.5714 0.3687 -0.3031
*
```

Computed properties:
HOMO energy   -0.333 hartree
ΔE to the lowest compared entry with this formula, charge and spin   2.342 eV
Gap between HOMO and LUMO   9.4 eV
Structure (SMILES)   O=C=CF.C#N
LUMO energy   0.35 eV
E_tot   -9395.1664 eV

Atomic partial charges in e from the natural (NBO) method, atoms 1 to 2: 0.092, 0.621

=====

(6)
The following is a DFT calculation (ωB97M-V with the def2-TZVPD basis set) of a 2-piece molecular cluster, C3H3I overall at a distorted geometry.

The geometry in ORCA input format:
```
! RIJCOSX wB97M-V def2-TZVPD def2/J DEFGRID3
* xyz 0 1
C -0.9175 -0.1700 0.1631
C 0.2338 0.2955 0.2942
C 0.2800 -0.5262 -0.9660
I 1.4522 2.1160 3.2317
H -2.0652 -0.2337 0.2782
H 0.9700 -1.4063 -1.0167
H 0.0465 -0.0754 -1.9844
*
```

Computed properties:
HOMO energy (alpha / beta)   -0.363 / -0.329 hartree
ΔE to the lowest compared entry with this formula, charge and spin   3.651 eV
Gap between HOMO and LUMO (alpha / beta)   8.6 / 6.2 eV
LUMO energy (alpha / beta)   -1.25 / -2.76 eV
E_tot   -11254.1582 eV

Atomic partial charges in e from the Löwdin method, atoms 1 to 2: -0.054, -0.126